DFT (ωB97M-V/def2-TZVPD) results for a structure of composition C38H31AlBr3N3O4P at a distorted geometry.

The geometry in XYZ format:
```
81
Properties=species:S:1:pos:R:3
Al -15.05140 -4.30578 14.47958
Br -17.24287 -10.17009 16.94989
C -16.66439 -8.60742 16.14227
C -17.53573 -7.75371 15.42312
C -17.05723 -6.49247 15.06841
N -15.78945 -6.11270 15.18673
C -14.92740 -6.88606 15.89330
C -15.30373 -8.14991 16.36436
C -13.53553 -6.32494 15.86922
C -12.45025 -7.05557 16.32915
C -11.23537 -6.40822 16.28769
Br -9.81831 -7.16154 17.29183
C -11.07512 -5.16399 15.66462
C -12.22879 -4.52741 15.22865
N -13.46414 -5.08881 15.36762
H -18.58921 -7.92979 15.12231
H -17.77218 -5.71950 14.74582
H -14.72216 -8.87136 16.90129
H -12.65223 -8.09776 16.59270
H -10.14145 -4.66226 15.60019
H -12.24083 -3.51282 14.88132
O -15.08546 -2.87059 11.58865
C -14.04123 -3.35948 11.99423
O -13.86699 -4.00835 13.13815
C -12.70140 -3.23821 11.20190
P -11.83655 -1.71403 11.96512
C -10.20716 -1.70553 11.21355
C -9.68461 -0.55802 10.66783
C -8.29239 -0.33237 10.56059
C -7.39590 -1.31885 11.01603
C -7.88958 -2.56080 11.40150
C -9.25322 -2.76285 11.48684
C -12.68961 -0.45563 10.92609
C -13.34059 0.55904 11.54738
C -13.96782 1.49967 10.73414
C -14.10269 1.30976 9.36617
C -13.34789 0.32472 8.75849
C -12.54947 -0.54685 9.54544
H -12.89898 -3.07153 10.15987
H -12.04138 -4.06779 11.26808
H -10.38476 0.26719 10.63113
H -7.94051 0.65468 10.29511
H -6.29093 -1.18456 10.98387
H -7.25080 -3.40227 11.70008
H -9.62010 -3.76111 11.82740
H -13.38675 0.61041 12.63754
H -14.43750 2.40580 11.10683
H -14.74900 1.95474 8.81960
H -13.29886 0.23643 7.65096
H -12.01626 -1.38579 9.09304
Br -15.32018 -2.56946 16.14125
C -18.41423 -9.25842 7.47186
O -18.35375 -8.14060 8.33283
C -17.89993 -6.95762 7.81506
C -18.19667 -6.36002 6.51898
C -17.81510 -5.06782 6.24848
C -17.34407 -4.18643 7.22361
C -17.03088 -4.75406 8.45991
C -17.38870 -6.07437 8.77923
N -17.46868 -6.40786 10.08772
C -17.37842 -5.70489 11.20301
C -17.97481 -4.43119 11.40893
C -19.09309 -3.90971 10.69772
C -19.81133 -2.88021 11.18777
C -19.45237 -2.29932 12.44784
C -18.18519 -2.55609 12.97483
C -17.52522 -3.78492 12.69017
O -16.57489 -4.31993 13.36790
H -17.49972 -9.31526 6.89050
H -19.28351 -9.12514 6.80035
H -18.54170 -10.21121 8.00654
H -18.69034 -6.87533 5.71950
H -17.98557 -4.62058 5.29577
H -17.13053 -3.09028 7.12600
H -16.38531 -4.17046 9.13819
H -17.56522 -7.36844 10.33076
H -16.85236 -6.16900 12.06809
H -19.27970 -4.40605 9.74959
H -20.71578 -2.51270 10.74371
H -20.13151 -1.59082 12.89761
H -17.69178 -1.86348 13.70935
```

Values from the calculation:
LUMO: -3.81 eV
Charge: +1
E_HOMO: -10.0 eV
Energy above the lowest of the compared OMol25 structures with the same formula, charge and spin: 9.8 kcal per mole
Kohn-Sham gap: 6.2115 eV